Below is a structure of composition C40H106N6O16PSn, with properties calculated with wB97M-V/def2-TZVPD.

Its multiplicity is 2. The calculation puts the HOMO energy (spin up / spin down) at -1.0 / -2.3 eV. As for the charge: -2. The total energy comes out at -100016.4380 eV. Its orbital gap (spin up / spin down) is 0.180 / 0.225 hartree. The molecular weight is 1077.00 g/mol.

Geometry as XYZ:
```
170
Properties=species:S:1:pos:R:3:forces:R:3
Sn 0.698 -3.324 -1.709 -0.8790 1.9262 1.1974
P 0.292 -0.367 -0.187 -4.2948 -0.6244 -2.0561
O -0.771 -1.536 0.100 2.3522 -0.1824 0.0865
O 1.684 -0.775 0.408 -0.8967 0.8778 -0.1495
O -0.375 0.981 0.347 2.6824 -1.6518 -0.4099
O 0.261 -0.409 -1.783 1.7526 -0.0712 1.1024
C 4.381 -2.575 1.958 -0.1946 -0.2648 -0.3956
C 4.614 -2.153 0.515 0.1313 -0.2095 0.1104
C 5.720 -2.886 -0.151 1.6493 0.1721 -0.8173
O 3.501 -2.412 -0.313 0.9168 -0.5841 0.4284
H 4.389 -3.664 1.926 -0.3434 -0.1662 0.3939
H 3.415 -2.187 2.283 -0.0084 -0.1677 0.1461
H 5.148 -2.251 2.661 0.1460 0.1706 -0.1205
H 4.840 -1.087 0.472 0.0640 0.3255 0.0955
H 6.717 -2.709 0.252 0.0676 0.1720 0.4668
H 5.756 -2.453 -1.150 0.0484 -0.3752 -0.3047
H 5.627 -3.970 -0.224 -0.5303 -0.0180 0.0664
H 2.907 -1.703 -0.057 -1.6642 0.4685 -0.1655
C 0.857 3.946 -2.597 -0.0275 -0.2463 0.9051
C -0.278 4.131 -1.580 -0.5275 0.7418 -0.2055
C -1.192 5.302 -2.050 -0.7881 -0.7741 0.4007
O -1.011 2.938 -1.442 -0.7917 1.5850 -1.1009
H 1.231 2.927 -2.499 -0.0049 -0.0803 -0.1239
H 1.700 4.601 -2.379 -0.0194 0.3151 -0.3002
H 0.452 4.087 -3.600 0.2167 0.0572 -0.0964
H 0.030 4.452 -0.585 0.8427 -0.1238 0.1185
H -1.801 4.956 -2.885 0.2783 0.1276 -0.4670
H -0.711 6.258 -2.256 0.4734 -0.2667 -0.2978
H -1.950 5.553 -1.308 0.0155 -0.1931 0.4503
H -0.618 2.390 -0.759 0.2922 -1.2945 0.7835
C 2.003 2.884 1.627 -0.0382 0.9088 0.3637
C 2.712 2.402 0.350 0.3914 -0.6269 1.1666
C 3.848 3.341 -0.099 -1.5609 0.3809 -0.8096
O 3.269 1.179 0.708 2.6192 0.0703 0.4703
H 1.395 3.785 1.548 -0.1309 0.1108 -0.4301
H 2.735 3.135 2.395 0.5887 0.0797 -0.1026
H 1.396 2.141 2.144 -0.1622 -0.2840 -0.8509
H 2.019 2.122 -0.443 -0.3607 0.9535 -0.3263
H 4.436 2.971 -0.939 0.1572 -0.5530 0.2866
H 4.482 3.731 0.697 -0.0935 -0.2319 0.0829
H 3.292 4.152 -0.569 0.1911 0.7322 0.1827
H 2.626 0.478 0.578 -0.9937 -1.1198 -0.1072
C 0.937 -1.438 -5.343 0.5165 0.6259 0.4346
C -0.073 -2.504 -5.696 0.6230 0.9823 -2.2187
C 0.202 -3.064 -7.137 -1.3957 1.2389 -0.0593
O -0.032 -3.554 -4.845 1.0325 -2.5540 2.5181
H 1.160 -0.766 -6.171 -0.3820 -0.0492 -0.3147
H 1.920 -1.822 -5.068 -0.0362 -0.5699 0.0374
H 0.664 -0.793 -4.508 -0.3972 -0.2482 0.1752
H -1.096 -2.163 -5.537 -0.1441 0.9694 -1.0971
H -0.541 -3.839 -7.326 0.1647 -0.4045 -0.0994
H 1.203 -3.390 -7.419 0.0839 -0.1303 0.7565
H -0.050 -2.284 -7.855 -0.0162 0.2118 -0.1571
H -0.676 -4.196 -5.151 -0.0206 -0.1407 0.2853
C -0.835 1.464 -4.368 0.2430 -0.0247 -0.2049
O -1.803 0.463 -4.314 -0.6675 -0.5018 -0.5423
C -2.605 0.274 -5.454 0.2826 -0.5284 0.5208
C -3.710 -0.668 -5.058 0.9951 -0.0335 0.6600
N -4.470 -0.121 -3.930 -0.2136 -1.4315 -1.2432
C -5.312 0.951 -4.328 -0.4801 2.2074 0.3615
C -5.895 1.672 -3.070 0.7850 -1.0181 -0.4849
O -4.906 2.210 -2.216 0.0410 1.0923 -0.8873
C -4.256 3.429 -2.677 -0.5121 -0.8194 0.7018
H -1.307 2.442 -4.279 0.1118 0.2698 0.1829
H -0.280 1.423 -5.305 0.1609 0.0415 -0.4497
H -0.127 1.264 -3.563 -0.2793 0.1711 0.2742
H -2.074 -0.229 -6.263 0.5477 0.0566 -0.3087
H -3.058 1.161 -5.898 0.2481 0.6434 0.2071
H -3.259 -1.604 -4.727 0.1857 0.0124 0.3014
H -4.214 -0.958 -5.980 -0.9348 0.2756 -0.2425
H -5.101 -0.882 -3.726 -0.0875 -0.1665 0.8507
H -6.099 0.666 -5.027 -0.6836 -0.2751 0.0006
H -4.780 1.699 -4.915 0.4681 0.0529 0.1590
H -6.375 0.867 -2.513 -0.0931 0.1120 0.4099
H -6.671 2.388 -3.338 -0.0318 0.3704 -0.1801
H -3.550 3.305 -3.498 0.1552 -0.5277 0.0581
H -3.733 3.810 -1.800 0.1236 -0.1691 -0.1792
H -4.963 4.188 -3.010 -0.5296 0.0230 0.0391
C -5.120 -5.008 2.371 0.1747 -0.8176 0.1533
O -3.936 -4.962 1.605 -0.4661 1.2112 -0.0095
C -3.565 -3.610 1.263 0.0842 0.3735 -0.8186
C -3.036 -2.750 2.398 0.4514 -0.1653 -0.5955
N -2.599 -1.407 1.964 -2.0107 -0.2008 2.5606
C -1.901 -0.792 3.100 0.5387 0.1571 -0.3752
C -2.744 -0.209 4.231 0.0649 -1.2918 -0.5776
O -3.156 -1.264 5.138 -0.2967 1.0860 0.1342
C -4.268 -0.870 5.921 0.1448 -0.7400 -0.0904
H -5.558 -5.985 2.168 -0.0036 -0.2149 0.3080
H -5.916 -4.299 2.143 0.2969 0.5374 -0.4809
H -4.896 -4.903 3.433 -0.0519 -0.0756 0.2101
H -4.377 -3.083 0.760 -0.5406 -0.1068 0.0822
H -2.816 -3.701 0.477 0.3062 -0.0554 0.1878
H -2.216 -3.349 2.794 0.6429 -0.0672 0.4112
H -3.731 -2.676 3.234 -0.2766 0.1484 -0.1430
H -1.875 -1.411 1.259 0.3686 -0.5490 -1.2866
H -1.338 0.039 2.674 -0.2294 0.0141 0.0141
H -1.132 -1.502 3.403 0.0738 0.1649 0.8337
H -3.567 0.250 3.684 -0.7283 -0.0891 0.4493
H -2.258 0.582 4.802 0.3345 0.0096 0.0576
H -4.176 0.081 6.446 0.2818 0.4342 -0.3235
H -4.411 -1.596 6.722 0.0949 -0.3142 -0.1029
H -5.163 -0.883 5.298 -0.2647 0.2824 -0.0110
C 1.042 0.188 5.582 0.2946 -0.3824 0.1470
C 1.867 0.296 4.304 -0.5062 -0.5086 -1.1400
C 3.346 -0.238 4.431 -1.0132 1.1248 -0.9560
O 4.062 0.440 5.437 0.6231 0.8373 0.1732
C 4.394 1.807 5.132 0.1236 -0.6622 0.9204
N 1.106 -0.360 3.187 0.8401 -0.6606 0.7871
H 1.495 0.640 6.464 0.1580 0.5011 -0.1787
H 0.932 -0.854 5.883 -0.2187 -0.2498 -0.3251
H 0.053 0.610 5.403 -0.0240 -0.0082 0.1247
H 1.836 1.320 3.933 0.9925 0.5401 0.8817
H 3.842 -0.037 3.482 -0.0478 -0.0097 -0.3914
H 3.481 -1.306 4.604 -0.5602 -0.0273 0.3050
H 4.820 1.995 4.147 -0.4270 -0.4131 -0.4211
H 5.199 2.067 5.818 -0.0601 0.0114 0.2554
H 3.549 2.464 5.340 -0.0969 0.0892 -0.2740
H 0.416 0.263 2.790 -0.4028 0.3897 0.5112
H 1.648 -0.437 2.338 0.8391 -0.3904 -0.1845
C 5.305 0.756 -2.938 0.5674 0.1962 0.0398
C 3.835 0.779 -3.288 0.7054 0.7553 -1.7513
C 3.598 0.871 -4.854 -0.8633 0.0590 1.6254
O 4.000 2.104 -5.401 0.4638 0.2767 -0.7356
C 3.372 3.267 -4.884 0.9501 -0.4603 0.1208
N 3.201 -0.346 -2.698 -0.2838 -0.7037 0.0219
H 5.838 -0.122 -3.303 -0.3419 -0.4395 0.1701
H 5.337 0.808 -1.850 0.4214 -0.1781 0.1207
H 5.908 1.574 -3.334 -0.3454 0.4590 -0.0430
H 3.427 1.659 -2.791 -0.0828 0.6499 -0.4270
H 2.538 0.720 -5.058 -0.4508 0.1426 0.2309
H 4.060 0.065 -5.424 0.5967 0.0794 0.2478
H 3.836 4.110 -5.395 -0.1348 0.0099 -0.1704
H 3.656 3.347 -3.834 -0.5147 0.2997 0.1557
H 2.293 3.282 -5.036 -0.1137 -0.1326 0.1348
H 2.210 -0.157 -2.649 -0.9654 -0.3497 -0.1911
H 3.406 -0.249 -1.714 0.3019 -0.6337 0.5012
C 0.945 -3.655 3.919 0.5300 -1.3310 -0.7822
C 1.089 -4.512 2.616 -0.3935 0.6244 1.3893
C 0.131 -5.732 2.603 1.2523 -0.5056 -0.8729
O 0.492 -6.667 3.642 0.1042 0.7223 0.0102
C -0.125 -7.910 3.507 -0.3081 -0.3222 1.0110
N 0.903 -3.627 1.453 -0.6283 -0.9984 -0.2376
H 1.650 -2.825 3.873 -0.4215 0.1900 -0.0752
H 1.239 -4.261 4.776 -0.3416 -0.0865 0.2430
H -0.098 -3.339 3.965 0.1795 0.3236 0.3596
H 2.066 -4.995 2.623 0.3102 0.3010 -0.2699
H 0.392 -6.268 1.691 -0.2848 0.1030 -0.5775
H -0.939 -5.528 2.557 -0.1583 0.2669 0.4354
H 0.227 -8.582 2.724 0.0539 0.5080 -0.8340
H -1.209 -7.793 3.495 -0.2274 -0.1373 -0.4033
H 0.095 -8.504 4.394 0.0791 0.2548 0.4163
H 1.346 -2.727 1.573 0.9868 0.1359 0.0208
H -0.033 -3.255 1.519 -0.8704 -0.1217 -0.4321
C -4.000 3.504 2.723 0.9774 0.1093 -0.0565
C -2.663 3.200 1.989 -1.8077 1.5430 1.3126
C -1.469 3.506 2.875 0.4312 1.1800 0.1571
O -1.350 4.915 3.267 -0.1081 -0.4873 -0.9125
C -0.797 5.696 2.206 -0.2214 0.7861 1.1308
N -2.641 1.886 1.528 -0.2569 -0.3671 -0.5521
H -4.035 2.862 3.603 -0.3342 -0.0777 0.1532
H -4.862 3.344 2.075 0.0856 -0.2168 -0.0131
H -3.996 4.546 3.042 -0.0666 0.0313 0.1606
H -2.679 3.932 1.181 0.3731 -0.0098 -0.6093
H -0.553 3.267 2.335 -0.0077 -0.3908 0.0073
H -1.513 2.932 3.800 -0.0224 -0.0522 0.0815
H -1.103 5.407 1.200 0.1687 -0.2958 0.0727
H 0.279 5.821 2.327 0.3737 -0.7244 -0.3552
H -1.117 6.725 2.367 -0.5452 0.1163 -0.0567
H -1.699 1.654 1.247 0.0964 -1.0550 -0.5599
H -3.088 1.182 2.099 0.1587 0.2111 -0.1672
```
Forces are in eV/Å.

Results of the Löwdin charge analysis, in e, for atoms 1 through 8: atom 1 (Sn): 1.012, atom 2 (P): 0.162, atom 3 (O): -0.497, atom 4 (O): -0.431, atom 5 (O): -0.394, atom 6 (O): -0.489, atom 7 (C): -0.039, atom 8 (C): -0.520